<w>
Here is one molecule with the formula C6H11NO from OMol25. Energies are from ωB97M-V with the def2-TZVPD basis set.

The geometry in XYZ format:
```
19
Properties=species:S:1:pos:R:3:nbo_charge:R:1
C -0.116 -1.896 1.906 -0.617
C -0.731 -0.908 0.821 -0.188
C -0.241 0.598 0.938 0.003
O -0.515 1.755 0.172 -0.549
C 0.607 1.716 -0.872 -0.126
C 1.008 0.245 -1.035 -0.466
C -0.256 -0.383 -0.418 0.081
N -1.330 0.012 -1.296 -0.856
H 0.833 -1.386 2.202 0.213
H -0.575 -2.047 2.914 0.235
H 0.113 -3.003 1.477 0.224
H -1.734 -1.042 0.571 0.256
H 0.772 0.838 1.336 0.173
H 1.341 2.601 -0.737 0.221
H 0.001 2.113 -1.809 0.192
H 1.133 -0.019 -2.105 0.213
H 2.072 -0.135 -0.673 0.231
H -0.821 -0.123 -2.244 0.356
H -1.559 1.065 -1.147 0.404
```

**LUMO energy**: 0.9651 eV
**SMILES**: C[C@H]1[C@@H]2OCC[C@@]12N
**HOMO level**: -7.944 eV

---

<x>
Here is one molecule with the formula C6H11NO from OMol25. Energies are from ωB97M-V with the def2-TZVPD basis set.

The geometry in XYZ format:
```
19
Properties=species:S:1:pos:R:3:nbo_charge:R:1
C 1.696 0.002 1.182 -0.477
C 0.805 -0.012 0.195 0.216
C -0.368 -0.996 -0.046 -0.448
C -1.638 -0.318 0.411 -0.531
C -2.242 -0.944 1.669 0.446
O -3.004 -0.290 2.336 -0.514
N 0.733 1.072 -0.728 -0.672
C 1.231 1.044 -2.105 -0.404
H 2.578 0.623 1.191 0.207
H 1.600 -0.778 1.932 0.196
H -0.226 -1.302 -1.080 0.222
H -0.193 -1.831 0.628 0.204
H -2.397 -0.362 -0.395 0.242
H -1.623 0.769 0.486 0.255
H -1.889 -1.951 1.942 0.107
H 0.969 1.935 -0.249 0.372
H 1.038 0.102 -2.589 0.201
H 0.669 1.831 -2.627 0.196
H 2.261 1.404 -2.152 0.181
```

**LUMO energy**: 0.8954 eV
**SMILES**: C=C(CCC=O)NC
**HOMO level**: -8.621 eV

---

<y>
Here is a 2-piece molecular cluster, C6H11NO overall from OMol25. Energies are from ωB97M-V with the def2-TZVPD basis set.

The geometry in XYZ format:
```
19
Properties=species:S:1:pos:R:3:nbo_charge:R:1
C 0.189 1.810 -1.881 -0.416
N 0.569 2.267 -0.558 -0.659
C -0.064 3.322 0.026 0.664
C 0.436 3.688 1.407 -0.710
O -0.973 3.921 -0.542 -0.636
H 0.823 0.952 -2.161 0.199
H 0.327 2.609 -2.629 0.208
H -0.866 1.489 -1.900 0.201
H 1.321 1.794 -0.052 0.420
H 1.503 3.967 1.380 0.229
H -0.143 4.549 1.781 0.241
H 0.309 2.847 2.109 0.218
C 2.623 0.893 0.944 -0.290
C 1.492 0.578 1.260 0.028
C 0.134 0.199 1.641 -0.711
H 3.624 1.172 0.663 0.259
H -0.602 0.729 1.013 0.259
H -0.055 0.456 2.697 0.246
H -0.012 -0.887 1.512 0.250
```

**LUMO energy**: 0.7786 eV
**SMILES**: CNC(C)=O.C#CC
**HOMO level**: -9.242 eV

---

It is <x> that is most stable; the runner-up trails by 0.0020 hartree.

---

<w>
Here is one molecule with the formula C6H11NO from OMol25. Energies are from ωB97M-V with the def2-TZVPD basis set.

The geometry in XYZ format:
```
19
Properties=species:S:1:pos:R:3:nbo_charge:R:1
C -2.118 0.552 -0.444 -0.404
C -1.088 0.696 0.418 -0.160
C 0.292 0.712 -0.093 -0.210
C 0.809 2.027 -0.602 -0.624
C 1.033 -0.381 0.135 0.489
N 2.353 -0.625 -0.019 -0.848
O 0.292 -1.334 1.038 -0.565
C -0.692 -2.205 0.511 -0.243
H -1.972 0.147 -1.442 0.192
H -3.141 0.713 -0.126 0.191
H -1.256 1.124 1.403 0.202
H 0.653 2.080 -1.683 0.216
H 0.265 2.867 -0.154 0.223
H 1.869 2.181 -0.380 0.198
H 2.900 0.091 -0.481 0.401
H 2.727 -1.219 0.714 0.407
H -0.548 -2.406 -0.556 0.177
H -0.664 -3.158 1.053 0.177
H -1.713 -1.862 0.709 0.180
```

**LUMO energy**: 0.9801 eV
**SMILES**: C=C/C(C)=C(/N)OC
**HOMO level**: -7.780 eV

---

<x>
Here is one molecule with the formula C6H11NO from OMol25. Energies are from ωB97M-V with the def2-TZVPD basis set.

The geometry in XYZ format:
```
19
Properties=species:S:1:pos:R:3:nbo_charge:R:1
C -1.272 -0.210 -1.094 -0.226
C -1.573 -0.579 0.161 -0.243
C -0.976 0.010 1.613 -0.072
O 0.347 -0.289 2.013 -0.564
C 1.571 0.331 1.473 -0.063
C 1.057 0.161 -0.009 -0.234
N 1.501 0.190 -1.506 -0.578
C 0.060 0.230 -1.977 -0.275
H -1.824 -0.674 -1.888 0.195
H -2.514 -1.285 0.213 0.213
H -1.659 -0.361 2.254 0.190
H -1.117 1.094 1.552 0.170
H 2.413 -0.202 1.894 0.203
H 1.631 1.379 2.014 0.176
H 0.310 0.794 -0.067 0.171
H 0.777 -0.893 0.103 0.199
H 1.744 -0.825 -1.695 0.341
H -0.343 1.300 -2.140 0.196
H -0.135 -0.171 -2.913 0.202
```

**LUMO energy**: 0.9554 eV
**SMILES**: C1=C\COCCNC/1
**HOMO level**: -8.938 eV

---

<y>
Here is one molecule with the formula C6H11NO from OMol25. Energies are from ωB97M-V with the def2-TZVPD basis set.

The geometry in XYZ format:
```
19
Properties=species:S:1:pos:R:3:nbo_charge:R:1
C 2.293 -0.096 2.108 0.029
N 1.496 0.078 1.156 -0.496
C 0.329 -0.636 0.897 0.713
O -0.506 -0.969 1.716 -0.572
C 0.411 -1.303 -0.526 -0.511
C 0.281 -0.081 -1.369 -0.378
C -0.715 1.088 -0.579 -0.414
C -2.178 0.674 -0.619 -0.625
H 3.085 0.632 2.251 0.174
H 2.257 -0.966 2.765 0.158
H 1.374 -1.796 -0.646 0.222
H -0.443 -1.967 -0.609 0.226
H -0.257 -0.271 -2.294 0.208
H 1.232 0.430 -1.509 0.217
H -0.463 1.511 0.392 0.218
H -0.544 1.944 -1.234 0.204
H -2.356 -0.192 0.013 0.217
H -2.492 0.425 -1.635 0.197
H -2.806 1.495 -0.277 0.211
```

**LUMO energy**: 0.5592 eV
**SMILES**: C=NC(=O)CCCC
**HOMO level**: -9.379 eV

---

It is <y> that is most stable; the runner-up trails by 0.0261 hartree.

---

<w>
Here is one molecule with the formula C6H11NO from OMol25. Energies are from ωB97M-V with the def2-TZVPD basis set.

The geometry in XYZ format:
```
19
Properties=species:S:1:pos:R:3:nbo_charge:R:1
C 2.205 1.396 0.022 -0.661
C 1.023 0.448 0.054 0.325
C 1.442 -0.896 0.531 -0.708
N -0.109 0.854 -0.353 -0.440
C -1.387 0.195 -0.252 0.355
C -1.723 -0.688 -1.437 -0.625
C -1.963 -0.115 1.095 -0.134
O -2.414 0.938 0.323 -0.478
H 2.162 2.250 -0.761 0.239
H 2.291 1.861 1.009 0.232
H 3.130 0.809 -0.206 0.208
H 2.408 -0.649 1.043 0.224
H 1.755 -1.674 -0.334 0.242
H 0.762 -1.420 1.211 0.235
H -1.716 -0.165 -2.308 0.216
H -2.748 -1.002 -1.393 0.220
H -1.048 -1.437 -1.567 0.209
H -2.732 -0.832 1.356 0.178
H -1.338 0.128 1.966 0.164
```

**LUMO energy**: 0.8379 eV
**SMILES**: CC(C)=N[C@@]1(C)CO1
**HOMO level**: -9.012 eV

---

<x>
Here is one molecule with the formula C6H11NO from OMol25. Energies are from ωB97M-V with the def2-TZVPD basis set.

The geometry in XYZ format:
```
19
Properties=species:S:1:pos:R:3:nbo_charge:R:1
C 0.647 -0.747 -1.520 -0.421
C 0.704 -0.321 -0.265 0.038
C 1.937 -0.505 0.574 -0.647
C -0.370 0.677 0.449 -0.338
C -0.453 2.022 -0.232 -0.599
C -1.507 -0.257 0.126 0.689
N -1.573 -1.392 0.912 -0.850
O -2.469 0.124 -0.540 -0.610
H 1.448 -1.313 -1.969 0.205
H -0.238 -0.615 -2.121 0.212
H 2.355 0.463 0.852 0.219
H 2.711 -1.042 0.030 0.212
H 1.704 -1.041 1.495 0.210
H -0.208 0.754 1.528 0.232
H -0.595 1.907 -1.303 0.226
H -1.324 2.556 0.147 0.225
H 0.459 2.592 -0.059 0.208
H -0.767 -1.990 0.989 0.392
H -2.460 -1.873 0.905 0.398
```

**LUMO energy**: 0.8745 eV
**SMILES**: C=C(C)[C@@H](C)C(N)=O
**HOMO level**: -9.410 eV

---

<y>
Here is C6H11NO as an isolated structure from OMol25. Energies are from ωB97M-V with the def2-TZVPD basis set.

The geometry in XYZ format:
```
19
Properties=species:S:1:pos:R:3:nbo_charge:R:1
C 0.068 1.244 -0.209 0.047
C 0.819 -2.433 -0.608 -0.725
C 0.021 2.372 0.739 -0.694
C -1.490 0.021 -0.645 -0.607
C 1.196 -1.019 -0.245 0.620
C 0.012 -0.134 0.279 0.033
N -0.251 -0.563 1.546 -0.851
O 2.303 -0.549 -0.399 -0.560
H 0.616 1.409 -1.137 0.230
H 0.046 0.141 2.226 0.330
H 0.287 -2.443 -1.563 0.225
H 1.741 -3.004 -0.719 0.232
H 0.199 -2.881 0.167 0.253
H -1.014 2.567 1.052 0.248
H 0.564 2.238 1.685 0.244
H 0.499 3.259 0.312 0.234
H -2.086 -0.778 -0.198 0.274
H -2.227 0.825 -0.606 0.246
H -1.300 -0.272 -1.679 0.220
```

**LUMO energy (alpha / beta)**: -0.3001 / -0.2982 eV
**HOMO level (alpha / beta)**: -7.592 / -7.595 eV

---

<z>
Here is one molecule with the formula C6H11NO from OMol25. Energies are from ωB97M-V with the def2-TZVPD basis set.

The geometry in XYZ format:
```
19
Properties=species:S:1:pos:R:3:nbo_charge:R:1
C -1.458 1.212 1.074 -0.650
C -0.806 0.779 -0.211 0.065
C -1.736 0.278 -1.279 -0.661
C 0.525 0.927 -0.520 -0.296
C 1.432 -0.010 0.045 0.189
O 2.787 0.066 -0.230 -0.695
C 0.892 -1.160 0.540 -0.046
N 1.539 -2.380 0.579 -0.799
H -2.197 1.998 0.868 0.219
H -1.999 0.383 1.537 0.200
H -0.743 1.611 1.799 0.220
H -1.453 0.585 -2.294 0.217
H -2.770 0.620 -1.185 0.203
H -1.775 -0.817 -1.295 0.218
H 0.839 1.466 -1.411 0.186
H 2.941 0.823 -0.812 0.480
H 0.002 -1.180 1.162 0.193
H 2.464 -2.347 0.161 0.382
H 1.517 -2.853 1.472 0.373
```

**LUMO energy (alpha / beta)**: 0.7840 / 0.5901 eV
**SMILES**: CC(C)=C/C(O)=C/N
**HOMO level (alpha / beta)**: -6.444 / -6.644 eV

---

It is <x> that is most stable; the runner-up trails by 0.0668 hartree.